This record from the OMol25 dataset describes a molecular structure, C23H42NO9. The level of theory is ωB97M-V/def2-TZVPD.

Structure (XYZ):
```
75
Properties=species:S:1:pos:R:3:forces:R:3:mulliken_charge:R:1
C -0.248 -2.095 0.869 -0.511 -0.533 -5.453 -1.449
N -1.239 -1.014 0.604 -0.752 -0.471 0.457 0.509
C -0.534 0.249 0.554 -4.139 2.799 2.558 -1.328
C -2.043 -1.297 -0.679 3.489 1.042 -1.865 -0.309
C -2.139 -1.012 1.826 -2.588 0.416 -3.384 -0.498
C -3.340 0.036 1.785 1.093 -3.171 3.214 -0.973
O -3.964 0.129 3.098 -8.037 -5.555 -7.402 -0.526
H 0.601 -2.010 0.120 -1.270 -0.535 0.653 0.125
H -0.692 -3.063 1.019 -0.250 -0.341 -0.459 0.420
H 0.094 -1.784 1.712 2.748 1.356 5.618 0.921
H 0.192 0.213 -0.103 3.967 -0.282 -3.134 0.675
H -0.233 0.758 1.535 -0.450 -1.434 -1.136 0.179
H -1.320 0.866 0.092 0.642 0.618 0.290 0.508
H -1.114 -1.350 -1.530 -3.031 -0.078 2.236 -0.205
H -2.682 -0.386 -1.017 0.833 -2.059 0.929 0.186
H -2.437 -2.304 -0.469 -0.501 0.708 -0.719 0.439
H -1.544 -0.860 2.630 1.818 0.363 2.621 0.647
H -2.437 -2.043 1.728 -1.080 -0.221 1.039 0.396
H -3.997 -0.265 1.034 -1.516 -0.147 -0.840 0.465
H -3.142 1.014 1.862 2.186 3.710 -2.153 0.425
H -3.400 0.389 3.653 7.221 3.605 6.961 0.303
C 4.810 -0.940 0.445 3.286 -0.406 5.484 -0.721
C 5.929 -0.111 0.645 1.070 -6.000 3.539 -0.068
C 6.257 1.005 -0.091 -0.076 4.956 -3.816 1.077
O 7.272 1.661 0.065 0.570 -0.376 0.733 -0.599
C 5.352 1.453 -1.136 -6.842 -4.355 -0.613 -0.760
C 4.015 0.688 -1.259 4.458 3.391 -1.477 0.381
C 3.764 -0.490 -0.365 -4.717 -1.807 -2.898 0.644
O 2.677 -1.151 -0.560 3.183 2.215 1.019 -0.567
O 3.130 0.938 -2.355 0.859 -2.460 4.294 -0.161
O 7.073 -0.437 1.476 -5.390 -2.410 -1.362 -0.504
H 4.648 -1.783 1.335 0.323 2.104 -2.996 0.229
H 5.612 2.101 -1.942 0.390 0.652 0.001 0.368
H 3.598 1.610 -2.773 1.003 2.153 -1.759 0.268
H 7.547 0.353 1.489 1.873 2.449 -0.071 0.362
C -0.929 3.677 2.367 1.351 0.498 -0.689 -0.903
C -2.317 3.311 3.003 -0.054 1.494 -2.545 0.933
O -2.436 2.406 3.760 0.268 -1.331 1.095 -0.546
C -3.455 4.190 2.550 -0.351 -1.225 -3.348 -1.187
H -0.641 3.252 1.293 -1.247 0.803 2.170 0.066
H -0.248 3.181 3.071 0.238 0.278 -0.293 0.321
H -0.645 4.818 2.336 -0.913 -2.182 0.119 0.385
H -3.479 4.187 1.350 0.303 -0.148 2.416 0.241
H -3.067 5.149 2.748 -0.373 1.635 0.503 0.420
H -4.499 3.947 2.822 0.903 0.226 0.559 0.336
C -2.958 -0.606 -5.975 -1.087 4.111 2.700 -1.308
C -3.265 -0.600 -4.501 0.702 -3.772 2.358 0.929
O -3.075 -1.663 -3.849 -0.621 3.120 -1.035 -0.585
C -3.855 0.679 -3.911 1.664 -0.640 5.059 -0.942
H -3.925 -0.167 -6.172 -0.486 -0.149 -1.802 0.467
H -2.726 -1.510 -6.369 0.525 -2.570 -1.128 0.333
H -2.250 0.206 -6.160 0.117 -0.194 -0.328 0.312
H -3.267 1.015 -2.757 -1.839 -1.350 -3.766 -0.029
H -4.913 0.863 -3.743 -0.287 -1.162 0.049 0.449
H -3.629 1.444 -4.530 1.158 2.665 -2.072 0.451
C 0.291 2.171 -4.199 3.613 -4.319 0.049 -1.453
C -0.153 0.987 -3.394 -1.672 0.115 4.465 1.222
O -1.073 1.122 -2.529 2.388 -0.479 -2.341 -0.515
C 0.554 -0.364 -3.546 2.477 9.913 -10.698 -1.692
H -0.412 2.905 -4.148 -2.094 1.905 -1.050 0.491
H 0.746 1.582 -5.079 -1.064 2.156 0.226 0.381
H 1.173 2.568 -3.659 -0.198 -0.262 -0.172 0.225
H 0.501 -0.996 -2.917 -0.378 -7.704 8.947 0.618
H 1.651 -0.202 -4.055 -2.749 -0.633 1.545 0.151
H -0.078 -0.712 -4.344 -0.133 -0.742 -0.968 0.550
C 2.541 -2.569 4.523 -1.238 -0.644 -2.506 -0.991
C 1.141 -3.225 4.470 1.036 0.126 0.760 0.697
O 0.206 -2.495 4.227 -0.417 -0.696 -0.147 -0.544
C 1.019 -4.756 4.652 -0.313 -1.707 0.435 -0.840
H 3.049 -2.489 5.441 0.216 -0.160 1.456 0.393
H 2.327 -1.528 4.123 0.912 -1.352 0.128 0.245
H 3.148 -3.305 3.900 -0.259 1.504 0.301 0.257
H 0.701 -5.231 3.662 -0.295 0.887 1.282 0.262
H 0.147 -4.970 5.531 2.737 0.332 -2.534 0.269
H 2.063 -5.356 4.746 -2.402 1.758 0.689 0.275
```
Positions in Å, forces in eV/Å.

Summary:
E_tot = -1632.8164 Ha
charge = +1
energy relative to the best compared isomer or geometry (same formula, charge and spin) = 308.0 kcal/mol
Kohn-Sham gap = 0.2542 hartree